Record 1
{
  "formula": "C34H33Br2InN7O3PS2",
  "method": "ωB97M-V/def2-TZVPD",
  "e_lumo_ha": -0.0157,
  "e_homo_ev": -7.56,
  "de_lowest_kcal_mol": 0.0,
  "orbital_gap_ha": 0.2623,
  "species": ["In", "Br", "C", "C", "C", "Br", "C", "C", "C", "C", "N", "C", "C", "O", "H", "H", "H", "H", "O", "C", "O", "C", "C", "C", "C", "C", "C", "S", "H", "H", "H", "H", "C", "S", "C", "H", "H", "H", "H", "H", "H", "N", "C", "C", "C", "C", "C", "C", "C", "N", "C", "C", "N", "C", "H", "H", "H", "H", "H", "H", "H", "C", "N", "C", "N", "C", "N", "C", "P", "C", "C", "H", "H", "H", "H", "H", "H", "H", "H", "H", "H", "H", "H"],
  "coordinates": [[-1.02, 0.12, -0.09], [2.69, -3.16, 1.58], [1.40, -2.23, 2.60], [1.25, -2.57, 3.95], [0.26, -2.03, 4.71], [0.13, -2.51, 6.54], [-0.67, -1.13, 4.14], [-1.79, -0.58, 4.80], [-2.67, 0.21, 4.12], [-2.46, 0.45, 2.75], [-1.40, -0.02, 2.13], [-0.50, -0.79, 2.78], [0.60, -1.28, 1.98], [0.73, -0.87, 0.76], [1.93, -3.29, 4.38], [-1.94, -0.81, 5.85], [-3.55, 0.62, 4.60], [-3.18, 0.99, 2.16], [-3.70, -0.94, 0.36], [-3.17, -1.35, -0.67], [-1.93, -1.75, -0.75], [-3.84, -1.14, -1.99], [-4.60, -2.07, -2.67], [-5.15, -1.75, -3.91], [-4.92, -0.50, -4.46], [-4.15, 0.43, -3.78], [-3.60, 0.13, -2.54], [-2.62, 1.34, -1.71], [-4.77, -3.05, -2.23], [-5.74, -2.48, -4.44], [-5.34, -0.25, -5.42], [-3.97, 1.41, -4.22], [4.33, -0.03, 0.59], [3.69, 1.52, 1.24], [5.23, 2.43, 1.47], [4.96, -0.53, 1.33], [4.89, 0.12, -0.33], [3.47, -0.66, 0.40], [5.76, 2.55, 0.53], [5.87, 1.92, 2.19], [4.97, 3.41, 1.86], [-4.70, 10.11, -0.44], [-4.06, 9.16, -0.35], [-3.26, 7.97, -0.24], [-2.00, 8.04, 0.35], [-1.24, 6.89, 0.46], [-1.73, 5.69, -0.03], [-2.98, 5.62, -0.63], [-3.75, 6.76, -0.73], [-0.94, 4.51, 0.07], [0.40, 4.37, -0.20], [0.67, 3.04, -0.07], [-0.48, 2.38, 0.28], [-1.43, 3.29, 0.36], [-1.64, 8.98, 0.72], [-0.27, 6.93, 0.94], [-3.33, 4.68, -1.04], [-4.72, 6.72, -1.19], [1.02, 5.20, -0.49], [1.61, 2.53, -0.19], [-2.46, 3.10, 0.58], [1.20, -2.21, -4.52], [0.63, -0.90, -4.84], [1.73, 0.04, -5.04], [2.65, 0.13, -3.91], [3.15, -1.21, -3.61], [2.11, -2.20, -3.37], [1.39, -1.92, -2.12], [0.57, -0.27, -2.17], [-0.29, -0.44, -3.80], [2.01, 0.74, -2.74], [1.77, -2.56, -5.39], [0.39, -2.91, -4.32], [1.32, 1.03, -5.25], [2.30, -0.29, -5.91], [3.81, -1.16, -2.74], [3.74, -1.54, -4.47], [2.07, -1.96, -1.27], [0.62, -2.68, -1.95], [-0.73, 0.51, -4.08], [-1.11, -1.15, -3.69], [2.73, 0.83, -1.93], [1.67, 1.75, -2.99]],
  "nbo_charge": [1.52, 0.06, -0.18, -0.16, -0.12, 0.05, -0.13, -0.11, -0.26, 0.11, -0.52, 0.18, 0.32, -0.80, 0.23, 0.24, 0.23, 0.22, -0.65, 0.77, -0.82, -0.09, -0.20, -0.23, -0.21, -0.22, -0.17, -0.35, 0.22, 0.21, 0.21, 0.21, -0.76, 0.19, -0.74, 0.22, 0.21, 0.25, 0.21, 0.22, 0.23, -0.28, 0.27, -0.18, -0.15, -0.23, 0.24, -0.25, -0.13, -0.37, -0.08, -0.07, -0.53, 0.23, 0.24, 0.23, 0.25, 0.24, 0.23, 0.24, 0.24, -0.07, -0.46, -0.07, -0.46, -0.07, -0.46, -0.53, 0.83, -0.53, -0.52, 0.20, 0.20, 0.20, 0.20, 0.20, 0.20, 0.25, 0.25, 0.24, 0.25, 0.23, 0.23]
}



Record 2
{
  "formula": "C20H20N2O2",
  "method": "ωB97M-V/def2-TZVPD",
  "e_lumo_ha": 0.0194,
  "smiles": "O=C(CCC(=O)c1ccccc1)NCCc1c[nH]c2ccccc12",
  "e_homo_ev": -7.66,
  "de_lowest_kcal_mol": 4.1,
  "orbital_gap_ha": 0.3009,
  "species": ["O", "C", "N", "H", "C", "H", "H", "C", "C", "C", "N", "C", "C", "C", "C", "C", "C", "H", "H", "H", "H", "H", "H", "H", "H", "C", "H", "H", "C", "C", "O", "C", "C", "C", "C", "C", "C", "H", "H", "H", "H", "H", "H", "H"],
  "coordinates": [[-1.27, -1.88, 1.40], [-1.73, -1.83, 0.27], [-2.95, -1.32, 0.00], [-3.22, -1.20, -0.96], [-3.71, -0.58, 0.99], [-3.29, -0.86, 1.96], [-4.75, -0.90, 0.95], [-3.59, 0.93, 0.78], [-2.16, 1.35, 0.74], [-1.35, 1.64, 1.80], [-0.09, 1.93, 1.36], [-0.05, 1.82, 0.00], [1.00, 2.02, -0.89], [0.74, 1.83, -2.23], [-0.53, 1.45, -2.67], [-1.57, 1.26, -1.80], [-1.34, 1.45, -0.43], [-2.55, 0.99, -2.16], [-0.69, 1.31, -3.73], [1.53, 1.97, -2.95], [1.98, 2.31, -0.54], [0.70, 2.13, 1.95], [-1.59, 1.66, 2.84], [-4.11, 1.44, 1.60], [-4.08, 1.21, -0.16], [-1.04, -2.44, -0.94], [-1.13, -1.77, -1.80], [-1.56, -3.37, -1.17], [0.44, -2.71, -0.66], [1.29, -1.52, -1.06], [1.32, -1.14, -2.21], [2.12, -0.87, -0.02], [3.33, -0.28, -0.41], [4.13, 0.35, 0.52], [3.72, 0.44, 1.84], [2.51, -0.12, 2.23], [1.71, -0.78, 1.31], [0.76, -1.18, 1.63], [2.19, -0.04, 3.26], [4.35, 0.94, 2.57], [5.07, 0.79, 0.21], [3.62, -0.35, -1.44], [0.58, -2.97, 0.39], [0.78, -3.54, -1.28]],
  "nbo_charge": [-0.65, 0.70, -0.61, 0.39, -0.22, 0.23, 0.19, -0.42, -0.11, -0.01, -0.54, 0.19, -0.26, -0.19, -0.23, -0.21, -0.12, 0.20, 0.21, 0.21, 0.22, 0.42, 0.21, 0.22, 0.20, -0.50, 0.24, 0.23, -0.51, 0.58, -0.54, -0.09, -0.17, -0.23, -0.20, -0.23, -0.21, 0.26, 0.21, 0.21, 0.22, 0.23, 0.24, 0.24]
}



Record 3
{
  "formula": "C28H24ClN3PTb",
  "method": "ωB97M-V/def2-TZVPD",
  "e_lumo_ha": [-0.3549, -0.2422],
  "total_charge": 2,
  "e_homo_ev": [-14.20, -14.20],
  "orbital_gap_ha": [0.1668, 0.2797],
  "spin_multiplicity": 7,
  "species": ["Tb", "Cl", "P", "C", "C", "C", "C", "C", "C", "C", "C", "C", "C", "C", "C", "C", "C", "C", "C", "C", "C", "H", "H", "H", "H", "H", "H", "H", "H", "H", "H", "H", "H", "H", "H", "H", "H", "H", "N", "C", "C", "C", "C", "C", "C", "C", "N", "C", "C", "N", "C", "H", "H", "H", "H", "H", "H", "H"],
  "coordinates": [[0.76, 0.01, 0.41], [3.18, 0.14, 0.70], [-0.02, -0.02, -2.35], [-0.70, 1.54, -3.05], [-1.92, 1.58, -3.75], [-2.42, 2.80, -4.21], [-1.75, 4.00, -3.93], [-0.55, 3.97, -3.20], [-0.03, 2.75, -2.76], [1.60, -0.26, -3.19], [2.28, -1.46, -2.91], [3.60, -1.63, -3.33], [4.24, -0.60, -4.05], [3.54, 0.56, -4.38], [2.21, 0.72, -3.98], [-0.99, -1.37, -3.09], [-1.64, -2.30, -2.27], [-2.39, -3.33, -2.84], [-2.51, -3.43, -4.23], [-1.87, -2.50, -5.05], [-1.11, -1.47, -4.49], [1.79, -2.26, -2.34], [4.14, -2.55, -3.09], [5.29, -0.72, -4.34], [4.04, 1.36, -4.94], [1.67, 1.62, -4.24], [-2.49, 0.66, -3.90], [-3.36, 2.82, -4.77], [-2.15, 4.95, -4.28], [-0.04, 4.90, -2.96], [0.89, 2.74, -2.18], [-1.58, -2.20, -1.18], [-2.90, -4.05, -2.20], [-3.12, -4.21, -4.67], [-1.98, -2.55, -6.14], [-0.62, -0.73, -5.14], [-1.90, 1.22, 0.08], [-2.02, 0.55, 0.42], [-0.14, 1.38, 11.17], [-0.12, 1.07, 10.04], [-0.08, 0.70, 8.65], [-0.99, 1.26, 7.73], [-0.94, 0.89, 6.39], [0.00, -0.05, 5.96], [0.88, -0.65, 6.87], [0.86, -0.25, 8.21], [0.05, -0.41, 4.59], [0.66, -1.55, 4.06], [0.57, -1.49, 2.71], [-0.14, -0.31, 2.38], [-0.48, 0.27, 3.55], [-1.74, 1.97, 8.08], [-1.65, 1.30, 5.67], [1.59, -1.42, 6.55], [1.57, -0.68, 8.93], [1.11, -2.31, 4.69], [0.91, -2.16, 1.92], [-1.08, 1.16, 3.65]],
  "lowdin_spin": [6.38, -0.05, -0.14, -0.02, -0.01, 0.00, -0.02, 0.00, -0.01, -0.03, -0.02, 0.00, -0.03, 0.00, -0.02, -0.03, 0.00, 0.00, 0.00, 0.00, -0.01, 0.00, 0.00, 0.00, 0.00, 0.00, 0.00, 0.00, 0.00, 0.00, 0.00, 0.00, 0.00, 0.00, 0.00, 0.00, 0.00, 0.00, 0.00, 0.00, 0.00, 0.00, 0.00, 0.00, 0.00, 0.00, 0.00, 0.00, 0.01, -0.01, 0.00, 0.00, 0.00, 0.00, 0.00, 0.00, 0.00, 0.00]
}



Record 4
{
  "formula": "C6H10O",
  "method": "ωB97M-V/def2-TZVPD",
  "e_lumo_ha": 0.0363,
  "smiles": "CC1=CCC[C@H]1O",
  "e_homo_ev": -9.18,
  "de_lowest_kcal_mol": 4.9,
  "orbital_gap_ha": 0.3738,
  "species": ["C", "C", "C", "C", "C", "C", "O", "H", "H", "H", "H", "H", "H", "H", "H", "H", "H"],
  "coordinates": [[-2.11, 0.78, 0.11], [-0.65, 0.41, -0.03], [0.37, 1.15, 0.43], [1.73, 0.54, 0.23], [1.43, -0.81, -0.44], [-0.11, -0.92, -0.57], [-0.78, -1.99, 0.09], [-2.68, 0.01, 0.65], [-2.58, 0.88, -0.88], [-2.23, 1.73, 0.64], [0.25, 2.11, 0.91], [2.28, 0.42, 1.17], [2.35, 1.17, -0.42], [1.94, -0.83, -1.42], [1.79, -1.69, 0.09], [-0.23, -1.12, -1.63], [-0.73, -1.82, 1.04]],
  "nbo_charge": [-0.64, -0.02, -0.18, -0.44, -0.43, 0.06, -0.71, 0.22, 0.22, 0.22, 0.20, 0.21, 0.21, 0.21, 0.22, 0.18, 0.46]
}